(1)
134
Properties=species:S:1:pos:R:3 method="wB97M-V/def2-TZVPD" orbital_gap_ha=0.3138 relative_energy_kj_mol=0.23 homo_energy_ev=-8.1 smiles="COC[C@H](C)N.COC[C@H](C)N.COC[C@H](C)N.COC[C@H](C)N.COC[C@H](C)N.COC[C@H](C)N.COCCNCCOC.NC(N)=O" e_lumo_ha=0.0153
C 0.398 4.478 -5.675
C -0.814 4.160 -4.803
C -0.570 3.872 -3.278
O 0.108 2.611 -3.060
C -0.729 1.408 -3.136
N -1.746 5.250 -5.097
H 0.832 5.442 -5.409
H -0.032 4.494 -6.677
H 1.133 3.677 -5.599
H -1.291 3.279 -5.232
H -1.525 4.022 -2.775
H 0.089 4.645 -2.883
H -1.680 1.418 -2.603
H -0.156 0.552 -2.781
H -0.924 1.101 -4.164
H -1.232 6.092 -4.877
H -1.965 5.298 -6.082
C 2.092 -2.558 2.603
C 3.229 -2.512 3.661
C 3.383 -3.895 4.435
O 2.093 -4.440 4.819
C 1.446 -3.652 5.857
N 4.476 -2.042 3.041
H 2.009 -1.665 1.984
H 1.095 -2.700 3.019
H 2.275 -3.400 1.934
H 2.947 -1.758 4.396
H 4.001 -3.751 5.321
H 3.927 -4.658 3.878
H 2.152 -3.305 6.612
H 0.704 -4.280 6.350
H 0.844 -2.847 5.435
H 4.735 -2.704 2.324
H 4.261 -1.197 2.533
C 2.498 5.300 3.266
C 1.236 5.091 2.296
C 1.586 4.963 0.783
O 2.514 3.911 0.594
C 2.563 3.437 -0.757
N 0.695 3.794 2.756
H 2.114 5.275 4.286
H 3.022 6.248 3.142
H 3.096 4.392 3.200
H 0.464 5.845 2.444
H 2.009 5.891 0.399
H 0.696 4.834 0.167
H 3.281 2.617 -0.776
H 2.927 4.229 -1.412
H 1.614 3.050 -1.128
H 0.746 3.637 3.753
H 1.391 3.127 2.455
C -2.257 4.336 0.512
C -2.753 3.044 1.030
C -3.795 2.373 0.121
O -5.085 3.013 0.198
C -5.437 3.740 -1.008
N -1.602 2.139 1.222
H -3.124 4.975 0.346
H -1.768 4.253 -0.458
H -1.788 4.932 1.295
H -3.266 3.226 1.974
H -4.001 1.355 0.453
H -3.303 2.421 -0.850
H -5.281 3.142 -1.906
H -4.884 4.677 -1.078
H -6.491 4.002 -1.098
H -0.901 2.709 1.673
H -1.821 1.474 1.950
C -1.960 -5.876 -0.325
C -0.947 -4.775 -0.734
C -1.051 -4.372 -2.227
O -0.444 -5.311 -3.162
C 0.971 -5.521 -3.067
N -1.166 -3.647 0.131
H -1.784 -6.685 -1.033
H -2.974 -5.489 -0.427
H -1.817 -6.268 0.682
H 0.023 -5.241 -0.566
H -0.789 -3.366 -2.557
H -2.105 -4.494 -2.475
H 1.427 -6.150 -3.831
H 1.260 -6.069 -2.170
H 1.530 -4.585 -3.046
H -0.912 -3.752 1.103
H -0.545 -2.886 -0.103
C 5.091 -1.819 -0.901
C 4.753 -0.379 -0.975
C 4.984 0.333 0.380
O 3.926 0.137 1.309
C 3.989 1.019 2.439
N 5.606 0.187 -1.924
H 6.120 -2.042 -0.620
H 4.937 -2.356 -1.837
H 4.444 -2.276 -0.152
H 3.697 -0.418 -1.242
H 5.093 1.398 0.176
H 5.932 0.045 0.835
H 3.102 0.864 3.052
H 3.936 2.076 2.179
H 4.927 0.808 2.953
H 6.587 0.069 -1.717
H 5.576 1.195 -1.879
C -1.914 -2.787 4.001
O -2.633 -3.067 2.813
C -3.621 -2.090 2.562
C -4.380 -2.466 1.341
N -3.636 -2.186 0.091
C -4.387 -2.547 -1.116
C -3.712 -1.838 -2.259
O -4.312 -2.357 -3.513
C -3.637 -1.886 -4.699
H -1.394 -1.831 3.935
H -1.286 -3.650 4.223
H -2.610 -2.685 4.834
H -3.133 -1.116 2.561
H -4.399 -2.197 3.319
H -5.285 -1.862 1.276
H -4.542 -3.543 1.344
H -2.775 -2.712 0.036
H -5.466 -2.402 -1.086
H -4.204 -3.588 -1.383
H -2.679 -2.184 -2.287
H -3.824 -0.754 -2.221
H -2.589 -2.178 -4.634
H -3.792 -0.812 -4.798
H -4.126 -2.341 -5.560
C 0.477 -0.650 -0.226
O 0.799 -1.815 -0.328
N 1.269 0.361 0.096
N -0.772 -0.301 -0.286
H 2.253 0.185 0.239
H 0.903 1.298 -0.004
H -1.559 -0.934 -0.298
H -0.913 0.691 -0.156


(2)
46
Properties=species:S:1:pos:R:3 method="wB97M-V/def2-TZVPD" orbital_gap_ha=0.1021 total_charge=+1 homo_energy_ev=-10.7 e_lumo_ha=-0.2910
Zn 5.133 15.313 -4.256
C 8.153 13.536 0.764
F 9.327 14.193 0.721
F 8.077 12.465 -0.015
F 7.951 13.236 2.123
S 6.687 14.693 0.189
O 5.479 14.115 0.816
O 6.922 16.076 0.694
O 6.534 14.651 -1.313
C 5.213 18.879 -3.583
C 3.696 18.700 -3.962
O 3.367 17.380 -3.603
O 6.057 17.948 -4.240
H 5.381 18.923 -2.506
H 5.506 19.880 -3.900
H 3.721 18.847 -5.042
H 3.088 19.464 -3.479
H 2.928 17.466 -2.754
H 6.787 18.482 -4.562
C 5.659 14.743 -7.951
C 6.976 14.340 -7.389
O 6.914 14.173 -5.885
O 4.988 15.535 -7.080
H 4.968 13.901 -8.008
H 5.597 15.162 -8.956
H 7.822 14.996 -7.591
H 7.266 13.445 -7.940
H 7.602 13.542 -5.659
H 4.220 15.788 -7.597
C 3.966 10.681 -2.752
C 3.225 11.040 -4.067
C 1.935 10.243 -4.236
O 1.190 10.645 -5.335
C -0.084 9.979 -5.339
N 3.032 12.459 -4.087
H 3.596 11.166 -1.849
H 5.014 10.960 -2.856
H 4.065 9.652 -2.406
H 3.946 10.841 -4.860
H 1.358 10.500 -3.348
H 2.132 9.190 -4.439
H -0.427 9.980 -6.374
H -0.880 10.268 -4.654
H 0.139 8.924 -5.179
H 2.545 12.600 -3.214
H 2.295 12.515 -4.776


(3)
18
Properties=species:S:1:pos:R:3 method="wB97M-V/def2-TZVPD" orbital_gap_ha=0.3081 relative_energy_kj_mol=44.97 homo_energy_ev=-7.9 smiles=C[C@@H](N)CSS.O e_lumo_ha=0.0171
N 0.422 0.801 0.066
C 0.194 0.623 -1.358
C 0.376 1.978 -2.055
C -1.214 0.122 -1.640
S -1.653 -1.548 -1.096
S -1.806 -1.389 0.997
H 0.994 0.150 0.594
H 0.614 1.721 0.401
H 0.901 -0.137 -1.712
H -0.291 2.720 -1.612
H 1.438 2.220 -2.030
H 0.155 1.885 -3.123
H -1.989 0.777 -1.261
H -1.412 0.021 -2.688
H -1.314 -0.154 0.986
H 1.130 -2.720 4.779
H 1.749 -4.011 5.279
O 1.705 -3.059 5.472


(4)
55
Properties=species:S:1:pos:R:3 method="wB97M-V/def2-TZVPD" orbital_gap_ha=0.2234 total_charge=-1 homo_energy_ev=-4.9 e_lumo_ha=0.0451
N -3.160 -3.290 0.836
C -2.593 -2.579 -0.056
C -1.598 -1.507 0.210
P 0.084 -2.024 1.036
O -0.706 -2.698 2.389
O 0.027 -3.506 0.087
C 0.622 -3.324 -1.169
C 1.686 -2.262 -1.002
C 2.166 -1.541 -2.238
O 3.120 -2.201 -3.088
O 3.160 -3.595 -2.810
O 1.038 -1.249 -0.260
H -3.804 -3.943 0.389
H -2.838 -2.764 -1.112
H -1.316 -1.062 -0.744
H -2.086 -0.758 0.835
H 0.075 -0.764 1.716
H 1.352 -2.423 1.588
H -0.341 -3.568 2.570
H -0.070 -2.925 -1.929
H 1.013 -4.284 -1.506
H 2.547 -2.637 -0.429
H 2.652 -0.659 -1.827
H 1.330 -1.197 -2.852
H 3.953 -3.726 -2.270
C -6.163 -2.419 2.410
Br -7.528 -1.725 1.242
Br -6.168 -1.528 4.115
Br -6.282 -4.321 2.600
H -5.202 -2.219 1.947
C 4.790 -4.843 0.914
Br 4.074 -3.473 2.044
Br 3.431 -5.633 -0.192
Br 6.253 -4.185 -0.163
H 5.186 -5.620 1.550
C 3.931 2.638 -0.311
Br 4.146 3.318 -2.106
Br 3.337 4.034 0.882
Br 2.775 1.110 -0.275
H 4.909 2.326 0.025
C -3.600 0.853 5.804
Br -5.293 0.707 6.712
Br -3.603 2.305 4.548
Br -2.145 0.994 7.053
H -3.458 -0.060 5.241
C 0.892 5.275 -2.883
Br 1.044 5.980 -4.670
Br 0.316 6.627 -1.641
Br -0.239 3.726 -2.822
H 1.881 4.964 -2.580
C -0.726 10.453 -3.588
Br -1.784 9.513 -4.889
Br -1.419 10.213 -1.809
Br 1.131 9.973 -3.707
H -0.798 11.506 -3.815


(5)
128
Properties=species:S:1:pos:R:3 method="wB97M-V/def2-TZVPD" orbital_gap_ha="0.2991 / 0.1044" total_charge=+1 homo_energy_ev="-10.4 / -10.4" multiplicity=2 e_lumo_ha="-0.0830 / -0.2777"
C -3.071 -1.145 4.739
C -1.710 -1.559 4.498
C -1.318 -2.846 5.284
O -1.569 -1.691 3.102
H -3.550 -0.422 4.078
H -3.211 -0.831 5.773
H -3.708 -1.998 4.503
H -0.988 -0.769 4.703
H -2.000 -3.694 5.215
H -1.274 -2.626 6.351
H -0.322 -3.155 4.967
H -1.803 -2.561 2.771
C 1.085 2.751 -4.502
C -0.298 2.653 -5.131
C -0.505 3.791 -6.307
O 0.056 3.626 -7.595
C -0.649 2.867 -8.609
N -0.597 1.287 -5.540
H 1.914 2.515 -5.169
H 1.079 2.139 -3.600
H 1.067 3.745 -4.055
H -1.011 2.831 -4.326
H 0.084 4.574 -5.829
H -1.555 4.082 -6.286
H -1.241 2.069 -8.160
H 0.081 2.343 -9.226
H -1.411 3.477 -9.095
H -1.388 1.147 -6.153
H 0.088 0.833 -6.126
C 3.899 -4.551 -1.322
C 4.019 -5.609 -0.192
C 2.640 -5.803 0.470
O 1.985 -4.510 0.960
C 0.971 -4.695 1.871
N 4.663 -6.928 -0.566
H 3.022 -4.751 -1.937
H 4.786 -4.630 -1.951
H 3.693 -3.551 -0.942
H 4.675 -5.213 0.583
H 2.918 -6.420 1.325
H 1.942 -6.403 -0.114
H 1.326 -5.304 2.703
H 0.029 -5.159 1.580
H 0.709 -3.715 2.268
H 4.041 -7.502 -1.118
H 4.835 -7.405 0.308
C -2.794 -4.458 -1.150
C -1.423 -3.801 -1.090
C -1.140 -2.753 -2.302
O -2.144 -1.866 -2.216
C -1.847 -0.627 -2.890
N -1.362 -3.007 0.174
H -3.421 -3.595 -1.375
H -3.024 -5.021 -0.246
H -2.877 -5.094 -2.031
H -0.496 -4.359 -0.957
H -1.321 -3.099 -3.319
H -0.168 -2.272 -2.401
H -1.496 -0.953 -3.870
H -1.094 0.025 -2.447
H -2.793 -0.088 -2.925
H -2.019 -2.241 0.125
H -0.482 -2.526 0.060
C 8.787 -2.178 -2.356
C 9.439 -1.269 -1.272
C 8.542 -1.113 -0.017
O 7.396 -0.374 -0.249
C 6.681 -0.340 0.924
N 10.716 -1.923 -0.903
H 9.349 -2.183 -3.290
H 7.748 -1.868 -2.470
H 8.850 -3.213 -2.021
H 9.678 -0.294 -1.698
H 9.120 -0.565 0.726
H 8.131 -2.089 0.240
H 6.528 -1.363 1.268
H 5.713 0.127 0.740
H 7.110 0.278 1.712
H 11.271 -2.031 -1.740
H 10.640 -2.799 -0.405
C 2.043 -0.925 -0.401
O 1.557 0.373 -0.668
C 2.277 1.451 -0.072
C 1.778 2.812 -0.605
N 0.299 2.804 -0.528
C -0.311 3.015 0.776
C -1.898 3.080 0.612
O -2.502 1.874 0.250
C -2.314 0.709 1.046
H 2.639 -1.135 0.487
H 2.775 -1.160 -1.175
H 1.242 -1.658 -0.494
H 3.340 1.347 -0.288
H 2.273 1.449 1.018
H 1.854 2.794 -1.692
H 2.110 3.765 -0.194
H -0.068 1.883 -0.725
H 0.098 3.781 1.435
H -0.248 2.125 1.402
H -2.211 3.828 -0.117
H -2.398 3.313 1.553
H -3.092 0.070 0.629
H -2.475 0.880 2.111
H -1.402 0.125 0.923
C -6.937 6.431 5.894
O -5.887 6.345 4.901
C -4.839 5.493 5.363
C -4.699 4.376 4.294
N -6.004 3.669 4.128
C -5.827 2.606 3.191
C -5.899 3.106 1.801
O -7.131 2.793 1.115
C -7.082 2.992 -0.269
H -7.257 5.423 6.160
H -7.692 7.016 5.368
H -6.544 6.784 6.848
H -5.078 4.988 6.299
H -3.892 6.015 5.501
H -3.931 3.711 4.689
H -4.385 5.028 3.479
H -6.690 4.335 3.805
H -6.768 2.057 3.162
H -5.014 1.943 3.491
H -5.045 2.740 1.229
H -5.745 4.168 1.607
H -8.082 2.805 -0.657
H -6.477 2.232 -0.764
H -6.688 3.994 -0.441


(6)
32
Properties=species:S:1:pos:R:3 method="wB97M-V/def2-TZVPD" orbital_gap_ha="0.1402 / 0.1394" relative_energy_kj_mol=2395.76 total_charge=-2 homo_energy_ev="0.3 / 0.3" e_lumo_ha="0.1511 / 0.1511"
Ag 0.010 0.884 -0.030
O 0.686 -4.156 -2.781
C 1.027 -3.047 -2.689
C -0.336 -3.109 0.172
O -0.631 -4.282 0.161
C 0.759 -1.403 -0.814
C 1.291 -0.826 -1.967
O 1.373 0.473 -1.931
C 1.411 -1.768 -3.042
O 1.755 -1.688 -4.292
O -1.175 -1.002 0.259
Cl 3.938 -2.716 3.507
C 2.482 -1.854 3.118
C 1.896 -2.012 1.871
Cl 2.737 -2.950 0.652
C 0.650 -1.444 1.405
Cl -0.093 -1.680 0.213
C 0.214 -0.363 2.417
O -0.846 0.466 2.025
C 0.768 -0.292 3.674
Cl 0.102 0.884 4.777
C 1.899 -1.034 4.065
Cl 2.558 -0.894 5.665
C -2.834 4.589 -1.394
C -2.310 3.612 -2.453
C -2.247 2.267 -1.875
N -1.943 1.365 -1.228
H -2.840 5.607 -1.786
H -2.201 4.548 -0.510
H -3.848 4.324 -1.097
H -1.299 3.884 -2.758
H -2.954 3.615 -3.333


(7)
12
Properties=species:S:1:pos:R:3 method="wB97M-V/def2-TZVPD" orbital_gap_ha="0.3060 / 0.3059" relative_energy_kj_mol=671.25 homo_energy_ev="-9.0 / -9.0" e_lumo_ha="-0.0264 / -0.0264"
O -0.694 2.156 1.152
C 0.000 1.263 0.894
C 0.705 0.384 0.059
C -0.078 -0.909 0.355
C 0.242 -0.567 -1.064
C -0.812 -0.238 -2.004
N -1.671 0.023 -2.733
H 0.281 0.066 2.263
H 1.754 0.285 0.331
H -1.144 -0.694 0.514
H 0.282 -0.790 1.768
H 1.134 -0.978 -1.535


(8)
47
Properties=species:S:1:pos:R:3 method="wB97M-V/def2-TZVPD" orbital_gap_ha=0.3182 relative_energy_kj_mol=102.64 homo_energy_ev=-8.5 smiles="Cc1nc2nc(C)c(NS(=O)(=O)c3ccc(CC(C)C)cc3)c(=O)n2[nH]1" e_lumo_ha=0.0056
C 2.805 1.278 -3.935
C 2.654 0.283 -2.853
N 3.569 -0.030 -1.982
C 3.033 -0.972 -1.170
N 3.567 -1.575 -0.155
C 2.799 -2.448 0.524
C 1.483 -2.707 0.183
C 0.856 -2.093 -0.953
O -0.283 -2.256 -1.372
N 1.739 -1.232 -1.590
N 1.510 -0.422 -2.663
H 0.619 -0.430 -3.133
N 0.662 -3.544 0.966
S -0.081 -2.748 2.269
O 0.936 -2.392 3.213
O -1.151 -3.595 2.696
C -0.715 -1.260 1.509
C 0.128 -0.176 1.367
C -0.308 0.928 0.654
C -1.579 0.950 0.088
C -2.407 -0.158 0.245
C -1.976 -1.267 0.950
H -2.597 -2.141 1.072
H -3.387 -0.160 -0.206
C -2.057 2.159 -0.662
H -1.203 2.667 -1.116
H -2.734 1.847 -1.460
C -2.800 3.174 0.234
C -4.067 2.574 0.834
H -4.723 2.194 0.053
H -3.823 1.760 1.512
H -4.610 3.332 1.394
C -1.894 3.712 1.338
H -2.417 4.472 1.913
H -0.996 4.161 0.919
H -1.601 2.913 2.016
H -3.088 4.011 -0.413
H 0.351 1.775 0.528
H 1.108 -0.209 1.817
H -0.084 -3.942 0.406
C 3.447 -3.128 1.679
H 2.990 -2.786 2.606
H 4.508 -2.899 1.681
H 3.283 -4.201 1.615
H 2.691 0.801 -4.907
H 2.051 2.058 -3.845
H 3.794 1.721 -3.866